The following is a quantum chemistry calculation of a molecular structure, C19H37ClPtSi4Te in a non-equilibrium geometry, from the Open Molecules 2025 dataset.

The spin multiplicity is 5. As for the HOMO-LUMO gap (alpha / beta): 7.06 / 3.68 eV. The LUMO energy (alpha / beta) comes out at 0.115 / -2.636 eV. As for the net charge: 0.

Atoms and positions in Å:
C -3.447 2.369 0.224
C -4.719 1.764 0.305
C -5.073 1.347 -0.998
H -5.295 1.620 1.204
C -4.005 1.656 -1.869
C -3.009 2.302 -1.103
H -2.033 2.582 -1.456
H -2.862 2.709 1.059
H -5.991 0.859 -1.277
H -3.939 1.413 -2.916
Pt -3.255 -0.004 -0.342
Cl -2.041 0.129 1.828
C -3.009 -2.344 -0.083
C -3.402 -2.153 -1.426
C -4.705 -1.639 -1.425
H -2.769 -2.279 -2.285
C -5.133 -1.528 -0.079
C -4.091 -1.972 0.747
H -4.073 -1.938 1.822
H -2.027 -2.622 0.252
H -5.262 -1.332 -2.295
H -6.074 -1.124 0.258
C 1.131 3.399 -0.275
Si 1.536 2.023 0.920
C 3.289 2.263 1.511
C 0.449 2.315 2.406
Si 1.265 -0.028 -0.049
Te -0.734 -0.141 -1.609
Si 2.831 -0.264 -1.701
C 4.621 -0.258 -1.163
C 2.553 -1.858 -2.637
C 2.648 1.103 -2.961
Si 1.542 -1.753 1.442
C 3.266 -1.742 2.160
C 0.413 -1.720 2.925
C 1.259 -3.418 0.648
H 1.261 4.374 0.238
H 0.080 3.300 -0.607
H 1.801 3.371 -1.150
H 3.377 3.260 1.990
H 3.555 1.483 2.250
H 3.981 2.227 0.652
H -0.610 2.330 2.101
H 0.632 1.538 3.174
H 0.693 3.309 2.837
H 4.831 -1.114 -0.500
H 5.260 -0.356 -2.064
H 4.877 0.687 -0.654
H 1.513 -1.901 -3.017
H 3.257 -1.901 -3.492
H 2.753 -2.725 -1.985
H 1.608 1.132 -3.345
H 2.916 2.072 -2.505
H 3.343 0.911 -3.804
H 3.454 -0.787 2.685
H 3.361 -2.577 2.885
H 4.011 -1.890 1.363
H -0.628 -1.909 2.612
H 0.707 -2.540 3.612
H 0.507 -0.757 3.463
H 0.232 -3.465 0.233
H 1.996 -3.599 -0.150
H 1.378 -4.209 1.418

The following is a quantum chemistry calculation of a molecular structure, C19H37ClReSi4Te in a non-equilibrium geometry, from the Open Molecules 2025 dataset.

The spin multiplicity is 4. As for the HOMO-LUMO gap (alpha / beta): 6.49 / 5.87 eV. The LUMO energy (alpha / beta) comes out at -0.770 / -1.552 eV. As for the net charge: 0.

Atoms and positions in Å:
C -3.056 -1.108 -3.638
C -2.104 -1.250 -4.711
C -1.619 0.025 -5.087
H -1.845 -2.167 -5.191
C -2.275 1.003 -4.312
C -3.155 0.371 -3.368
H -3.663 0.789 -2.514
H -3.499 -1.864 -3.029
H -0.916 0.217 -5.911
H -2.162 2.068 -4.460
Re -1.346 -0.479 -2.920
Cl 0.476 -2.201 -2.233
C 3.456 0.096 -3.220
C 2.691 1.251 -3.572
C 1.795 0.885 -4.663
H 2.796 2.259 -3.178
C 1.912 -0.439 -4.896
C 2.937 -0.972 -3.984
H 3.263 -2.020 -3.939
H 4.294 0.024 -2.489
H 1.195 1.571 -5.220
H 1.372 -1.001 -5.632
C 3.340 0.430 1.213
Si 1.820 1.114 2.067
C 1.968 0.795 3.935
C 1.886 2.992 1.866
Si -0.039 0.225 1.006
Te 0.054 1.089 -1.494
Si -0.014 -1.971 1.786
C -0.123 -2.292 3.662
C -1.474 -2.900 1.077
C 1.550 -2.884 1.304
Si -1.851 1.140 2.129
C -1.936 0.904 4.001
C -1.963 3.002 1.866
C -3.385 0.383 1.347
H 4.221 0.934 1.652
H 3.343 0.643 0.140
H 3.477 -0.649 1.333
H 2.868 1.347 4.278
H 1.119 1.159 4.524
H 2.127 -0.265 4.185
H 1.828 3.293 0.819
H 1.103 3.533 2.421
H 2.866 3.328 2.259
H -1.084 -1.990 4.101
H -0.034 -3.386 3.763
H 0.685 -1.828 4.235
H -1.602 -2.743 -0.006
H -1.204 -3.958 1.249
H -2.423 -2.689 1.589
H 1.838 -2.732 0.247
H 2.415 -2.655 1.938
H 1.271 -3.948 1.436
H -1.068 1.296 4.538
H -2.824 1.470 4.349
H -2.082 -0.144 4.308
H -1.949 3.248 0.806
H -2.931 3.341 2.282
H -1.168 3.582 2.365
H -3.385 0.473 0.260
H -3.533 -0.684 1.595
H -4.258 0.941 1.735

The following is a quantum chemistry calculation of a molecular structure, C19H37CoN9O4PSSi2, from the Open Molecules 2025 dataset.

The spin multiplicity is 5. As for the HOMO-LUMO gap (alpha / beta): 5.68 / 7.13 eV. The LUMO energy (alpha / beta) comes out at -5.698 / -5.752 eV. As for the net charge: +2.

Atoms and positions in Å:
Co -0.613 0.168 -0.238
C 1.823 -2.123 -1.478
Si 0.011 -1.981 -0.936
C -1.022 -2.519 -2.448
C -0.235 -3.305 0.390
C -0.204 -4.632 -0.069
C -0.339 -5.716 0.785
C -0.510 -5.495 2.142
C -0.539 -4.196 2.621
C -0.407 -3.084 1.772
Si -0.619 -1.522 2.780
C 0.405 -1.589 4.320
C -2.428 -1.225 3.117
H 1.963 -2.972 -2.156
H 2.484 -2.287 -0.623
H 2.163 -1.216 -1.991
H -0.401 -3.013 -3.203
H -1.527 -1.670 -2.926
H -1.794 -3.239 -2.160
H -0.067 -4.827 -1.129
H -0.311 -6.726 0.395
H -0.613 -6.328 2.826
H -0.672 -4.050 3.690
H 0.086 -2.386 4.995
H 0.340 -0.646 4.871
H 1.454 -1.770 4.074
H -2.593 -0.765 4.094
H -2.946 -2.187 3.111
H -2.901 -0.585 2.366
N -3.196 -0.387 -0.482
N -3.844 0.820 -0.780
C -3.123 1.951 -0.890
N -3.701 3.056 -1.322
N -1.837 1.823 -0.531
N -0.970 2.860 -0.593
O -1.281 4.000 -0.849
O 0.182 2.492 -0.331
H -3.235 -1.016 -1.277
H -3.643 -0.826 0.315
H -4.791 0.804 -1.130
H -4.679 3.085 -1.558
H -3.159 3.909 -1.327
N 0.705 -0.348 -4.874
C 1.767 0.629 -4.437
P 0.988 1.649 -3.092
O 0.493 2.953 -3.611
O 0.036 0.639 -2.487
C 2.396 2.115 -1.992
N 2.272 3.586 -1.735
H 0.082 0.074 -5.563
H 0.148 -0.530 -4.017
H 1.081 -1.211 -5.261
H 2.081 1.245 -5.276
H 2.609 0.046 -4.066
H 3.337 1.921 -2.505
H 2.379 1.582 -1.043
H 1.764 3.753 -0.852
H 1.703 3.986 -2.502
H 3.170 4.053 -1.636
N 2.091 4.472 3.337
C 2.420 3.552 2.424
S 3.696 3.817 1.364
C 1.613 2.351 2.362
C 2.138 1.138 1.834
C 1.361 0.048 1.684
N -0.026 0.040 1.991
C -0.526 1.233 2.560
C 0.241 2.326 2.758
H 2.642 5.314 3.388
H 1.487 4.257 4.113
H 3.186 1.089 1.572
H 1.764 -0.899 1.345
H -1.574 1.224 2.824
H -0.231 3.214 3.159

The following is a quantum chemistry calculation of 3 unconnected molecules or ions with the total composition C19H38B2NO9 in a non-equilibrium geometry, from the Open Molecules 2025 dataset.

As for the HOMO-LUMO gap: 5.97 eV. The LUMO energy comes out at 2.140 eV. As for the net charge: -1.

Atoms and positions in Å:
C 0.302 -2.123 0.602
C 1.661 -1.287 0.633
O 2.803 -2.138 0.547
C 3.816 -1.654 -0.347
C 4.247 -0.148 -0.318
O 4.143 0.514 0.964
C 5.092 -0.001 1.862
C 6.499 0.338 1.861
C 7.355 -0.339 2.839
C 6.858 -1.328 3.771
C 5.432 -1.656 3.784
C 4.578 -0.990 2.827
O 4.924 -2.487 0.023
B 5.713 -2.893 -1.171
O 4.954 -2.264 -2.285
C 3.600 -2.316 -1.827
B 2.434 -1.754 -2.773
N 1.172 -2.555 -2.831
O 2.514 -0.582 -3.572
H -0.422 -1.544 1.233
H 0.476 -3.167 0.960
H -0.064 -2.075 -0.453
H 1.575 -0.510 -0.168
H 1.686 -0.775 1.642
H 3.630 0.455 -1.052
H 5.313 -0.022 -0.661
H 6.892 1.076 1.126
H 8.449 -0.109 2.836
H 7.503 -1.876 4.501
H 4.984 -2.415 4.458
H 3.490 -1.242 2.803
H 5.789 -4.109 -1.205
H 6.883 -2.575 -1.173
H 3.452 -3.404 -1.529
H 1.262 -3.320 -2.149
H 1.158 -3.044 -3.737
H 2.756 0.141 -2.969
C -3.828 0.322 0.779
O -2.875 0.130 1.816
C -2.973 1.111 2.838
C -3.741 0.592 4.044
O -5.104 0.329 3.723
C -5.352 -1.047 3.479
H -3.896 -0.604 0.207
H -4.819 0.563 1.174
H -3.493 1.123 0.114
H -3.426 2.031 2.451
H -1.952 1.349 3.151
H -3.738 1.363 4.820
H -3.261 -0.305 4.450
H -5.418 -1.586 4.430
H -4.576 -1.499 2.856
H -6.307 -1.131 2.958
C -4.739 5.021 -3.979
O -5.073 3.795 -4.614
C -4.099 2.780 -4.390
C -4.527 1.824 -3.287
O -4.599 2.481 -2.025
C -5.925 2.840 -1.673
H -5.640 5.635 -3.938
H -4.374 4.868 -2.961
H -3.980 5.547 -4.567
H -3.122 3.222 -4.168
H -4.006 2.216 -5.323
H -3.773 1.037 -3.196
H -5.486 1.355 -3.532
H -6.461 1.959 -1.303
H -6.470 3.274 -2.515
H -5.873 3.582 -0.874

> The highest net charge belongs to which entry?

C19H37CoN9O4PSSi2